Entry 1:
Here is a molecular structure, C25H21CdN3OS5 from the OMol25 dataset. Energies are from the ωB97M-V functional and the def2-TZVPD basis.

The geometry in XYZ format:
```
56
Properties=species:S:1:pos:R:3:mulliken_charge:R:1
Cd 0.0440 -0.9992 0.8613 0.17
S 2.7445 -2.2581 5.0003 -0.21
S 2.8592 1.6822 -4.7553 -0.49
S 0.4176 -1.2501 3.4753 -0.61
S 2.2957 -2.3826 0.6544 -0.52
S 4.2699 -3.1656 2.7122 -0.20
O 5.1165 -3.4050 5.2034 -0.67
N 3.9084 2.4980 -2.3826 0.02
N 2.8742 0.6280 -2.2172 0.36
N -2.7791 -0.1548 2.2240 -0.52
C -1.6499 -2.2958 0.1971 -1.48
C 4.2316 -3.0211 4.4619 0.57
C 1.0629 3.3737 1.0552 -0.54
C -3.9336 -2.6536 -0.6104 -0.55
C 0.8118 3.8836 -0.2132 -0.53
C -3.7246 -4.0231 -0.6844 -0.50
C -2.9125 -1.8025 -0.1808 1.34
C -3.4966 0.3148 -1.3668 -0.52
C -3.0276 0.4403 0.9880 0.25
C -3.1940 1.8247 0.9116 -0.57
C 3.2061 1.5906 -3.1036 -0.11
C -1.4781 -3.6827 0.1067 -0.33
C -2.4862 -4.5384 -0.3247 -0.60
C 3.9979 2.1133 -1.0522 -0.78
C -3.1648 -0.3304 -0.1796 0.72
C 0.0635 1.6992 -0.8941 0.64
C 0.3322 1.1402 0.3625 -0.64
C 2.7002 -2.4359 2.3561 0.01
C -3.5021 2.4449 -0.2855 -0.45
C 1.9881 -2.0117 3.4210 0.02
C 0.3057 3.0371 -1.1914 -0.61
C 0.8318 2.0283 1.3257 -0.19
C 3.3562 0.9363 -0.9544 -0.03
C 2.0155 -0.5132 -2.4775 -0.57
C -3.6690 1.6901 -1.4379 -0.74
H 1.0520 1.6511 2.3220 0.30
H 0.1008 3.4162 -2.1879 0.44
H -3.8940 2.1666 -2.3842 0.36
H 1.0018 4.9291 -0.4350 0.34
H -4.8971 -2.2345 -0.8855 0.38
H -3.5943 3.5242 -0.3195 0.35
H 1.4500 4.0256 1.8336 0.33
H 1.3042 -0.2404 -3.2524 0.34
H 3.1585 0.2851 -0.1176 0.37
H 4.2464 3.3438 -2.8008 0.20
H 2.5996 -1.3794 -2.7863 0.30
H -3.5816 -0.2881 -2.2646 0.43
H -4.5212 -4.6802 -1.0170 0.33
H -2.1989 0.4035 2.8344 0.29
H -3.0565 2.4151 1.8110 0.31
H 1.5201 -0.7218 -1.5335 -0.19
H -2.4079 -1.0941 2.1599 0.33
H -2.3071 -5.6079 -0.3781 0.36
H -0.5154 -4.1054 0.3810 0.37
H -0.3485 1.0739 -1.6827 0.51
H 4.4740 2.7162 -0.3021 0.42
```

Values from the calculation:
**2S+1**: 1
**Charge**: -2
**E_LUMO**: 4.354 eV
**Kohn-Sham gap**: 0.2047 hartree

=====

Entry 2:
Here is a molecular structure, C27H41NO5PbSeSi from the OMol25 dataset. Energies are from the ωB97M-V functional and the def2-TZVPD basis.

The geometry in XYZ format:
```
77
Properties=species:S:1:pos:R:3:mulliken_charge:R:1
Pb -0.8440 -1.8024 0.2564 0.80
Se 0.1662 -1.6326 2.7078 -0.62
Si 0.9546 -3.7832 2.8790 0.64
O -6.0144 1.1337 2.8293 -0.53
O -2.5842 -3.2442 0.6182 -0.66
O -1.7721 2.8755 1.2490 -0.58
O -4.7764 -3.4119 1.1012 -0.69
O -0.4380 1.1582 0.6674 0.45
N -2.7047 -0.5447 1.0708 0.07
C -0.2322 1.1169 -4.9616 -1.73
C -0.5656 1.6640 -1.6625 -1.18
C -4.9540 0.5442 2.2506 0.78
C 2.1040 3.5434 -0.9706 -1.56
C -4.9211 -0.7932 1.9015 -0.52
C 2.8172 -1.1342 0.1931 -1.44
C -0.1991 4.3210 -0.8558 -2.03
C -2.7365 0.7531 1.4046 -0.26
C -0.7497 0.2684 -3.7900 1.77
C -3.7738 -1.3016 1.3300 -0.16
C -3.8374 1.3317 1.9944 -0.54
C 1.1878 0.2549 -1.9693 -0.56
C -0.4031 -1.2034 -4.0439 -1.62
C 0.3451 1.8109 -0.4559 3.13
C 2.7924 0.3899 -0.0439 2.37
C 1.4929 0.7949 -0.7858 -1.31
C 2.7313 -3.6472 3.4247 -1.01
C -1.6018 1.7033 1.0752 0.24
C -2.2700 0.4087 -3.6893 -1.66
C 0.9560 3.6802 1.2642 -1.80
C -3.7295 -2.7976 0.9851 0.35
C 4.0189 0.6941 -0.9266 -1.69
C 0.7825 3.3136 -0.2223 2.10
C 2.9828 1.0266 1.3350 -1.93
C 0.8444 -4.6412 1.2186 -1.11
C -0.0983 0.7561 -2.5141 -0.63
C -0.1211 -4.6770 4.1055 -1.02
H 3.1546 2.1010 1.2857 0.28
H 3.8604 0.5790 1.8088 0.55
H -0.7026 -1.8341 -3.2024 0.24
H -2.6573 -0.1516 -2.8337 0.26
H 3.9429 0.1815 -1.8881 0.31
H -0.1898 -4.6439 0.8527 0.31
H 2.1011 3.0625 -1.9526 0.12
H -3.8286 2.3811 2.2477 0.62
H -0.4754 2.1713 -4.8107 0.33
H -0.1982 4.2357 -1.9454 0.39
H 0.8540 1.0275 -5.0584 0.36
H -0.6863 0.7858 -5.8996 0.46
H 0.0242 4.0555 1.6769 0.45
H -5.7523 -1.4720 2.0535 0.50
H 3.1458 -4.6239 3.7018 0.35
H 3.3377 -3.2313 2.6151 0.22
H 2.1023 -1.4169 0.9659 -0.09
H -1.1305 -4.7634 3.6934 0.25
H 2.9599 3.1876 -0.4045 0.19
H 1.8216 -0.4475 -2.4990 0.37
H 2.2376 4.6157 -1.1253 0.62
H 3.8071 -1.4228 0.5573 0.65
H 2.6133 -1.7024 -0.7178 0.11
H 1.2656 2.8382 1.8757 0.26
H 1.7095 4.4670 1.3563 0.39
H 2.8144 -2.9795 4.2864 0.31
H 0.2541 -5.6844 4.3203 0.35
H 0.6659 -1.3429 -4.2178 0.32
H 1.4852 -4.1625 0.4703 0.22
H -0.9325 -1.5585 -4.9312 0.45
H -2.5682 1.4542 -3.5813 0.33
H 4.9222 0.3364 -0.4244 0.47
H -0.1854 -4.1208 5.0437 0.30
H -6.7244 0.4941 2.9474 0.30
H -1.2144 4.2175 -0.4890 0.23
H 0.1432 5.3271 -0.6012 0.62
H 4.1441 1.7568 -1.1228 0.27
H 2.1227 0.8288 1.9804 0.18
H -2.7419 0.0174 -4.5937 0.43
H -1.5078 2.1956 -1.7186 0.40
H 1.1575 -5.6880 1.3085 0.43
```

Values from the calculation:
**2S+1**: 1
**E_LUMO**: -0.378 eV
**Kohn-Sham gap**: 0.2817 hartree

=====

Entry 3:
Here is 3 unconnected molecules or ions with the total composition C37H73ClF3N6O7S3Si in a non-equilibrium geometry from the OMol25 dataset. Energies are from the ωB97M-V functional and the def2-TZVPD basis.

The geometry in XYZ format:
```
131
Properties=species:S:1:pos:R:3:lowdin_spin:R:1
Cl 5.1852 -0.2876 0.1903 0.00
S 3.1629 0.9874 2.5252 0.00
S -1.7439 -0.1133 -3.0154 0.00
S 3.2732 0.1661 -1.9372 0.00
Si 3.5716 5.0225 -1.4936 0.00
F 1.8790 1.3237 4.7044 0.00
F 0.5714 0.9093 3.0665 0.00
F 1.6732 -0.6719 4.0126 0.00
O 4.3090 0.2510 2.9502 0.00
O 3.1900 2.4256 2.5801 0.00
O -4.4287 -3.9320 -4.0610 0.53
O 0.3759 4.3130 -2.1991 0.00
O -1.6149 -4.6654 2.9664 0.52
O 2.6973 -1.6691 1.4105 0.00
O -1.0422 4.7640 -0.5177 0.00
N -5.6685 -3.6275 -3.8749 0.38
N 1.8226 1.7677 0.3795 0.00
N 3.9725 2.0898 -0.3772 0.00
N 9.6220 5.7273 0.9359 0.00
N -2.2662 -4.2503 4.0006 0.38
N 2.4751 3.8930 -0.5027 0.00
C 2.1372 -2.9633 1.6225 0.00
C 0.0738 1.4096 -1.5119 0.00
C -2.6547 -1.8747 3.4430 0.02
C 1.7154 0.5782 3.6562 0.00
C 1.2487 4.5278 0.0071 0.00
C -5.9761 -5.0555 -5.8418 0.00
C 5.1333 2.6465 0.3839 0.00
C 8.6463 4.8416 0.3070 0.00
C -0.6904 -2.5804 4.8609 0.02
C 2.7247 2.6337 -0.1892 0.00
C 8.1065 3.7234 1.1964 0.00
C -1.3373 -3.9340 5.1307 0.03
C 3.7595 0.6235 -0.2364 0.00
C 1.8446 -0.7657 0.7741 0.00
C 0.3992 1.6409 -0.0279 0.00
C -5.8012 -2.3444 -3.1169 0.03
C -5.5775 -1.1724 -4.0703 0.02
C -6.4689 -1.2467 -5.3113 0.00
C 2.5406 6.3462 -2.2964 0.00
C 6.4122 2.7369 -0.4396 0.00
C -6.3027 -2.5870 -6.0298 0.02
C 2.5813 0.5774 0.7659 0.00
C -2.0411 -3.9277 6.4985 0.00
C 0.0644 4.5434 -0.9248 0.00
C -7.9591 -4.0565 -4.8078 0.00
C -3.9468 -3.6822 2.3099 0.00
C 4.4644 4.1058 -2.8448 0.00
C 4.6745 5.9183 -0.2737 0.00
C -3.3091 -3.2451 3.6211 0.03
C -0.2825 -5.0305 5.2066 0.00
C -7.1684 -2.2039 -2.4253 0.00
C 7.6553 2.4868 0.4175 0.00
C -6.4755 -3.8086 -5.1248 0.03
C -1.7134 -1.4772 4.5808 0.00
C -4.7631 -2.3481 -2.0046 0.00
C -4.4436 -3.1882 4.6562 0.00
C -0.3188 -0.0223 -1.8929 0.00
H -8.4893 -3.1854 -4.4364 0.00
H -2.0848 -1.8846 2.5057 0.00
H 6.4926 3.7132 -0.9153 0.00
H -7.9846 -1.9607 -3.0976 0.00
H -0.0672 -2.3082 5.7159 0.00
H -7.1135 -1.3844 -1.7085 0.00
H 0.4977 -0.5438 -2.3833 0.00
H -4.1637 -2.7370 5.6028 0.00
H 4.3947 3.0226 -2.8154 0.00
H 0.3733 -4.8356 6.0544 0.00
H 5.5087 4.4140 -2.8489 0.00
H -6.6160 -5.2410 -6.7040 0.00
H -2.6593 -3.0537 6.6789 0.00
H 9.1731 6.4820 1.4329 0.00
H 2.0650 6.0038 -3.2088 0.00
H 3.2968 -1.1611 -1.7954 0.00
H 8.8930 3.4286 1.8926 0.00
H -7.4270 -3.1123 -1.8802 0.00
H 0.9687 4.0872 0.9568 0.00
H 9.0812 4.4243 -0.6035 0.00
H -3.7470 -2.3755 -2.3912 0.00
H -4.7639 -2.9996 2.0772 0.00
H 4.8420 3.6325 0.7183 0.00
H 0.3285 -5.0791 4.3080 0.00
H 3.2211 7.1699 -2.5117 0.00
H 4.6508 5.4925 0.7250 0.00
H -4.8705 -1.4433 -1.4040 0.00
H 0.8707 1.7641 -2.1611 0.00
H 0.8863 -0.7036 1.2895 0.00
H 1.7614 6.7599 -1.6573 0.00
H -5.7542 -0.2404 -3.5282 0.00
H 6.3803 2.0022 -1.2439 0.00
H -0.7505 -6.0040 5.3520 0.00
H 5.6994 5.9713 -0.6310 0.00
H -0.6534 -0.5830 -1.0235 0.00
H -7.0146 -2.6651 -6.8537 0.00
H 1.4889 5.5677 0.2275 0.00
H -4.9021 -3.2093 -1.3509 0.00
H -3.2427 -3.6643 1.4813 0.00
H -5.2618 -2.5882 4.2583 0.00
H -0.1302 2.5242 0.3085 0.00
H -1.1939 -0.5558 4.3096 0.00
H -5.3038 -2.6221 -6.4756 0.00
H 1.0837 -3.0103 1.3445 0.00
H -0.0431 0.8454 0.5560 0.00
H -3.4416 -1.1273 3.3216 0.00
H 7.8233 5.4820 -0.0123 0.00
H 1.6306 -1.0851 -0.2487 0.00
H 4.0405 4.4336 -3.7937 0.00
H 2.6806 -3.6940 1.0276 0.00
H -2.2809 -1.2434 5.4843 0.00
H -4.9542 -4.9450 -6.1952 0.00
H -0.4660 4.2835 -2.6856 0.00
H -2.6550 -4.8189 6.6260 0.00
H 5.3044 2.0668 1.2834 0.00
H -8.0620 -4.8592 -4.0770 0.00
H -6.2058 -0.4372 -5.9944 0.00
H -1.2475 0.6413 -3.9981 0.00
H 4.3072 6.9388 -0.1656 0.00
H -0.0228 -2.6745 4.0015 0.00
H -8.4722 -4.3637 -5.7187 0.00
H 8.4803 2.1709 -0.2197 0.00
H -0.7983 2.0280 -1.7258 0.00
H 7.2865 4.0941 1.8179 0.00
H -1.2826 -3.9276 7.2805 0.00
H 10.2083 5.2287 1.5908 0.00
H 2.2286 -3.2233 2.6723 0.00
H -4.5288 -1.1625 -4.3854 0.00
H -6.0195 -5.9267 -5.1878 0.00
H -7.5159 -1.0845 -5.0436 0.00
H -4.8259 -4.1897 4.8529 0.00
H -4.3532 -4.6904 2.3894 0.00
H 7.4528 1.6823 1.1249 0.00
```

Values from the calculation:
**2S+1**: 3
**Charge**: +1
**E_LUMO (alpha / beta)**: -2.644 / -2.644 eV
**Kohn-Sham gap (alpha / beta)**: 0.2538 / 0.2927 hartree

=====

DFT total energy per entry: -91527.60647; -118866.92760; -123875.85138 eV
Energy above the lowest of the compared OMol25 structures with the same formula, charge and spin per entry: 0.3; 5.4; 0.0 kcal per mole